A 5-piece molecular cluster, C27H57B2ClIO6 overall. Source: the OMol25 dataset; level of theory: ωB97M-V/def2-TZVPD.

The geometry in ORCA input format:
```
! wB97M-V def2-TZVPD RIJCOSX def2/J DEFGRID3
* xyz -1 1
C -1.24 -3.12 1.14
C -0.41 -3.58 -0.19
C 1.22 -3.69 -0.02
C 1.71 -4.61 -1.33
B 2.03 -2.27 0.14
C 1.24 -1.09 -0.68
C 2.01 0.33 -0.83
C 1.84 0.80 -2.42
Cl 1.16 1.69 0.17
B 2.01 -1.79 1.75
O 1.44 -2.65 2.85
O 2.57 -0.49 2.22
C 2.09 -0.18 3.60
C 3.66 -2.37 -0.20
I 4.66 -4.06 0.83
C 4.04 -2.22 -1.78
C 5.32 -1.17 -2.03
H -2.39 -3.07 0.82
H -0.97 -1.99 1.43
H -1.15 -3.84 2.06
H -0.79 -4.69 -0.42
H -0.76 -2.97 -1.16
H 1.40 -4.40 0.92
H 1.90 -3.92 -2.28
H 2.63 -5.30 -1.08
H 0.85 -5.36 -1.69
H 0.96 -1.52 -1.75
H 0.20 -0.86 -0.14
H 3.13 0.35 -0.48
H 2.61 1.65 -2.72
H 0.72 1.20 -2.56
H 1.92 -0.14 -3.14
H 1.99 -3.51 2.83
H 2.44 0.91 3.84
H 2.62 -0.88 4.41
H 0.92 -0.23 3.70
H 4.12 -1.40 0.34
H 3.15 -1.97 -2.50
H 4.46 -3.28 -2.13
H 5.41 -1.04 -3.19
H 5.15 -0.14 -1.50
H 6.31 -1.72 -1.67
C -2.85 0.99 -3.95
C -2.37 -0.07 -4.91
C -1.40 -0.85 -4.05
O -1.88 -0.77 -2.70
C -2.90 0.24 -2.64
H -3.81 1.43 -4.23
H -2.11 1.80 -3.88
H -3.21 -0.70 -5.21
H -1.90 0.33 -5.81
H -0.40 -0.42 -4.07
H -1.34 -1.90 -4.35
H -3.86 -0.27 -2.52
H -2.74 0.88 -1.77
C 0.32 3.57 3.40
C 0.52 3.58 4.89
C -0.04 4.92 5.28
O -1.09 5.22 4.35
C -1.01 4.29 3.26
H 0.30 2.57 2.96
H 1.11 4.15 2.91
H -0.07 2.77 5.35
H 1.57 3.45 5.19
H 0.71 5.71 5.21
H -0.45 4.93 6.30
H -1.85 3.60 3.35
H -1.09 4.83 2.31
C 1.93 5.27 -3.35
C 1.18 5.73 -4.58
C 0.49 4.45 -5.01
O 0.24 3.69 -3.82
C 0.97 4.28 -2.74
H 2.19 6.09 -2.67
H 2.85 4.77 -3.65
H 0.43 6.48 -4.30
H 1.82 6.15 -5.35
H 1.13 3.86 -5.67
H -0.46 4.64 -5.53
H 0.25 4.77 -2.08
H 1.48 3.49 -2.17
C -6.04 -3.09 4.02
C -4.94 -2.41 4.79
C -3.71 -3.15 4.32
O -3.98 -3.58 2.97
C -5.37 -3.38 2.70
H -6.95 -2.49 3.92
H -6.31 -4.03 4.52
H -4.88 -1.36 4.49
H -5.07 -2.44 5.87
H -3.53 -4.05 4.92
H -2.81 -2.53 4.34
H -5.46 -2.53 2.01
H -5.78 -4.27 2.21
*
```

Properties
gap between HOMO and LUMO: 7.110 eV
LUMO energy: 2.48 eV
total energy: -63181.499 eV

Want to see where the charge sits? The Mulliken charges in e are: number 1, C, carries -0.375; number 2, C, carries -0.540; number 3, C, carries 0.779; number 4, C, carries -0.885; number 5, B, carries -0.836; number 6, C, carries 0.007; number 7, C, carries 0.268; number 8, C, carries -0.635; number 9, Cl, carries -0.227; number 10, B, carries 0.919; number 11, O, carries -0.844; number 12, O, carries -0.636; number 13, C, carries -0.460; number 14, C, carries -0.452; number 15, I, carries -0.109; number 16, C, carries 0.284; number 17, C, carries -1.034; number 18, H, carries 0.101; number 19, H, carries -0.033; number 20, H, carries 0.157; number 21, H, carries 0.430; number 22, H, carries -0.130; number 23, H, carries 0.104; number 24, H, carries 0.031; number 25, H, carries 0.151; number 26, H, carries 0.301; number 27, H, carries -0.381; number 28, H, carries 0.100; number 29, H, carries 0.354; number 30, H, carries 0.108; number 31, H, carries 0.010; number 32, H, carries 0.250; number 33, H, carries 0.312; number 34, H, carries 0.079; number 35, H, carries 0.216; number 36, H, carries 0.166; number 37, H, carries 0.349; number 38, H, carries -0.026; number 39, H, carries 0.336; number 40, H, carries 0.317; number 41, H, carries 0.205; number 42, H, carries 0.279; number 43, C, carries -0.117; number 44, C, carries -0.639; number 45, C, carries -0.185; number 46, O, carries -0.304; number 47, C, carries -0.545; number 48, H, carries 0.372; number 49, H, carries -0.104; number 50, H, carries 0.286; number 51, H, carries 0.322; number 52, H, carries 0.012; number 53, H, carries 0.310; number 54, H, carries 0.331; number 55, H, carries 0.262; number 56, C, carries 0.110; number 57, C, carries -0.550; number 58, C, carries -0.474; number 59, O, carries -0.423; number 60, C, carries -0.478; number 61, H, carries -0.057; number 62, H, carries 0.165; number 63, H, carries 0.261; number 64, H, carries 0.363; number 65, H, carries 0.261; number 66, H, carries 0.292; number 67, H, carries 0.287; number 68, H, carries 0.251; number 69, C, carries -0.610; number 70, C, carries -0.578; number 71, C, carries -0.481; number 72, O, carries -0.267; number 73, C, carries 0.047; number 74, H, carries 0.376; number 75, H, carries 0.256; number 76, H, carries 0.253; number 77, H, carries 0.348; number 78, H, carries 0.296; number 79, H, carries 0.266; number 80, H, carries 0.193; number 81, H, carries -0.121; number 82, C, carries -0.536; number 83, C, carries -0.562; number 84, C, carries -0.343; number 85, O, carries -0.309; number 86, C, carries -0.477; number 87, H, carries 0.315; number 88, H, carries 0.254; number 89, H, carries 0.275; number 90, H, carries 0.334; number 91, H, carries 0.273; number 92, H, carries 0.213; number 93, H, carries 0.279; number 94, H, carries 0.293

***

C27H57ClN8P2Pd as an isolated structure. Source: the OMol25 dataset; level of theory: ωB97M-V/def2-TZVPD.

The geometry in ORCA input format:
```
! wB97M-V def2-TZVPD RIJCOSX def2/J DEFGRID3
* xyz 0 1
Pd 0.08 -1.18 0.68
Cl -1.84 -3.35 -0.26
C -0.30 -3.15 0.64
H 0.44 -3.75 0.11
H -0.50 -3.55 1.63
C 4.94 -0.64 -0.79
C 3.48 -0.24 -0.54
C 2.71 -0.18 -1.87
P 2.54 -1.22 0.73
C 3.12 -0.58 2.37
C 4.61 -0.32 2.57
C 2.34 0.69 2.69
C 3.08 -3.00 0.65
C 4.44 -3.42 1.21
C 2.86 -3.53 -0.77
H 5.40 0.11 -1.45
H 5.00 -1.59 -1.31
H 5.54 -0.70 0.11
H 3.47 0.76 -0.11
H 2.84 -1.10 -2.43
H 3.12 0.63 -2.48
H 1.65 -0.01 -1.70
H 2.81 -1.36 3.07
H 4.95 0.50 1.92
H 5.24 -1.18 2.39
H 4.78 0.01 3.60
H 2.63 1.50 2.01
H 2.57 1.03 3.71
H 1.26 0.55 2.61
H 2.31 -3.46 1.29
H 5.26 -2.99 0.64
H 4.53 -4.51 1.14
H 4.55 -3.14 2.25
H 3.63 -3.18 -1.45
H 1.89 -3.22 -1.16
H 2.90 -4.62 -0.77
N 0.97 -4.66 3.83
C 1.30 -3.91 4.90
N 2.02 -4.52 5.88
N 0.98 -2.65 5.07
C 0.41 -2.04 4.05
N -0.11 -1.46 3.19
H 1.42 -5.54 3.66
H 0.50 -4.22 3.05
H 2.00 -5.52 5.96
H 2.13 -3.98 6.73
N -0.27 0.31 -0.63
P -1.53 1.14 -0.97
N -2.12 0.98 -2.54
C -1.18 1.39 -3.58
C -1.96 1.77 -4.85
C -3.19 0.87 -5.01
C -2.92 -0.48 -4.36
C -2.73 -0.32 -2.85
N -1.19 2.78 -0.87
C 0.12 3.23 -0.39
C 0.00 4.63 0.19
C -0.41 5.64 -0.90
C -1.29 4.97 -1.96
C -2.09 3.82 -1.36
N -2.93 0.82 -0.09
C -2.75 0.40 1.30
C -4.02 0.64 2.12
C -5.22 -0.01 1.44
C -5.36 0.48 -0.02
C -4.22 1.42 -0.41
H -0.47 0.58 -3.79
H -0.59 2.23 -3.22
H -1.30 1.68 -5.71
H -2.26 2.82 -4.79
H -3.45 0.76 -6.06
H -4.05 1.33 -4.51
H -2.02 -0.92 -4.81
H -3.73 -1.19 -4.55
H -2.13 -1.14 -2.44
H -3.71 -0.36 -2.36
H 0.86 3.22 -1.20
H 0.47 2.52 0.36
H 0.94 4.92 0.66
H -0.75 4.61 0.98
H 0.49 6.05 -1.38
H -0.93 6.48 -0.45
H -0.67 4.56 -2.77
H -1.96 5.69 -2.42
H -2.76 3.39 -2.10
H -2.73 4.22 -0.55
H -1.91 0.93 1.76
H -2.52 -0.67 1.33
H -4.19 1.71 2.25
H -3.86 0.23 3.12
H -6.13 0.19 2.01
H -5.07 -1.10 1.45
H -6.31 1.01 -0.16
H -5.36 -0.37 -0.70
H -4.35 2.39 0.09
H -4.25 1.62 -1.48
*
```

Properties
gap between HOMO and LUMO (alpha / beta): 6.620 / 6.622 eV
LUMO energy (alpha / beta): 0.16 / 0.16 eV
total energy: -75424.991 eV

Want to see where the charge sits? The Mulliken charges in e are: number 1, Pd, carries -0.052; number 2, Cl, carries -0.181; number 3, C, carries -0.424; number 4, H, carries 0.283; number 5, H, carries 0.054; number 6, C, carries -1.751; number 7, C, carries 0.921; number 8, C, carries -0.900; number 9, P, carries 1.161; number 10, C, carries 1.231; number 11, C, carries -1.787; number 12, C, carries -1.638; number 13, C, carries 1.560; number 14, C, carries -1.652; number 15, C, carries -1.972; number 16, H, carries 0.471; number 17, H, carries 0.259; number 18, H, carries 0.300; number 19, H, carries 0.448; number 20, H, carries 0.210; number 21, H, carries 0.524; number 22, H, carries -0.321; number 23, H, carries -0.161; number 24, H, carries 0.343; number 25, H, carries 0.328; number 26, H, carries 0.484; number 27, H, carries 0.359; number 28, H, carries 0.518; number 29, H, carries 0.143; number 30, H, carries -0.322; number 31, H, carries 0.227; number 32, H, carries 0.497; number 33, H, carries 0.347; number 34, H, carries 0.305; number 35, H, carries 0.237; number 36, H, carries 0.488; number 37, N, carries -0.362; number 38, C, carries 0.627; number 39, N, carries -0.422; number 40, N, carries -0.754; number 41, C, carries 0.528; number 42, N, carries -0.332; number 43, H, carries 0.242; number 44, H, carries -0.099; number 45, H, carries 0.223; number 46, H, carries 0.274; number 47, N, carries 0.124; number 48, P, carries -1.780; number 49, N, carries 0.890; number 50, C, carries -0.697; number 51, C, carries -0.920; number 52, C, carries -0.676; number 53, C, carries -0.844; number 54, C, carries -0.033; number 55, N, carries 0.729; number 56, C, carries -0.373; number 57, C, carries -1.054; number 58, C, carries -0.586; number 59, C, carries -0.875; number 60, C, carries -0.518; number 61, N, carries 0.893; number 62, C, carries -0.153; number 63, C, carries -1.143; number 64, C, carries -0.707; number 65, C, carries -0.839; number 66, C, carries -0.759; number 67, H, carries 0.416; number 68, H, carries 0.338; number 69, H, carries 0.438; number 70, H, carries 0.220; number 71, H, carries 0.427; number 72, H, carries 0.252; number 73, H, carries 0.346; number 74, H, carries 0.481; number 75, H, carries -0.173; number 76, H, carries -0.063; number 77, H, carries 0.198; number 78, H, carries 0.249; number 79, H, carries 0.421; number 80, H, carries 0.292; number 81, H, carries 0.351; number 82, H, carries 0.275; number 83, H, carries 0.234; number 84, H, carries 0.468; number 85, H, carries 0.412; number 86, H, carries 0.254; number 87, H, carries -0.033; number 88, H, carries 0.030; number 89, H, carries 0.384; number 90, H, carries 0.459; number 91, H, carries 0.359; number 92, H, carries 0.339; number 93, H, carries 0.465; number 94, H, carries 0.150; number 95, H, carries 0.426; number 96, H, carries 0.445

***

For each record above, in turn, the calculated max |F| values are 3.58, 1.43 eV/Å.